53
Properties=species:S:1:pos:R:3:lowdin_charge:R:1 method="wB97M-V/def2-TZVPD" e_lumo_ha=0.01154 gap_ev=8.66
C 1.2042 3.0259 0.3538 -0.02
C 1.6766 1.7837 0.3551 -0.27
N 1.7571 0.8604 -0.6932 -0.07
C 0.6632 -0.2055 -0.5929 -0.24
C 0.9558 -1.3704 -1.5322 -0.09
H 1.2901 3.7334 1.1436 0.03
H 0.7534 3.5921 -0.5187 0.07
H 2.3741 1.3351 1.1690 0.13
H 1.6108 1.2780 -1.6926 0.11
H 0.6310 -0.5676 0.4721 0.09
H -0.3000 0.2542 -0.8495 0.11
H 1.4012 -1.0948 -2.4876 0.07
H 1.8676 -1.9249 -1.1352 0.06
H -0.0273 -1.9521 -1.6688 0.10
H -2.9106 2.6931 -1.2703 -0.07
H -2.3459 3.8589 -0.7674 0.02
O -2.5218 2.9878 -0.5216 0.02
H -3.1433 0.7388 -2.4568 0.04
H -4.5081 1.3488 -2.4624 0.03
O -3.6344 1.5592 -2.7026 -0.08
H -3.2343 -0.3461 -0.3576 0.00
H -3.5446 -1.3458 -1.2681 0.01
O -3.5799 -0.4505 -1.2157 0.01
H -0.0381 -0.6975 2.4774 -0.02
H -0.9528 0.4776 2.8260 0.00
O -0.8948 -0.4452 2.6694 -0.01
H 2.7804 -1.2098 3.1593 0.01
H 2.2804 -2.1836 1.9862 -0.05
O 2.3101 -1.3626 2.4012 0.00
H -2.4191 -0.9457 2.1739 0.07
H -3.1712 -2.0528 1.6849 -0.05
O -2.9998 -1.2553 1.3732 -0.04
H -2.2197 1.3485 -4.1600 0.10
H -1.6066 2.6563 -3.6926 0.02
O -1.3023 1.8032 -3.9687 -0.09
H 0.0315 -2.9177 0.1876 0.00
H -1.0012 -3.1573 1.1368 -0.01
O -0.3844 -3.6716 0.6427 -0.04
H -1.4479 2.3025 1.4985 0.04
H -0.6567 3.1177 2.5498 0.03
O -0.9003 2.2488 2.3033 -0.04
H -0.4201 -3.4583 3.4246 0.05
H 1.2090 -3.4500 3.2979 0.10
O 0.3948 -3.0532 3.8752 -0.15
H 2.9854 -2.1859 0.1382 0.04
H 3.7792 -3.5326 0.6880 0.07
O 2.8999 -3.1358 0.5212 -0.11
H 5.2090 -1.0919 -0.1450 -0.01
H 3.9317 -0.1483 -0.0699 0.04
O 4.3994 -0.8900 -0.4799 -0.01
H 1.5591 3.3144 -3.1875 0.00
H 0.4745 2.2498 -3.4155 -0.03
O 1.2737 2.4825 -3.0301 0.03